67
Properties=species:S:1:pos:R:3:nbo_charge:R:1 method="wB97M-V/def2-TZVPD" charge=0 smiles="Cc1ccc([C@@H](C(=O)NC2CCCC2)N(CCCO)C(=O)Cn2nnc(-c3ccc(C)o3)n2)cc1" homo_lumo_gap_ev=9.06 energy_ev=-43574.998 e_lumo_ev=0.790
C 2.489 5.725 -0.914 -0.628
C 2.086 4.416 -0.308 -0.008
C 1.380 4.356 0.883 -0.231
C 1.005 3.141 1.435 -0.144
C 1.337 1.954 0.803 -0.089
C 0.991 0.586 1.339 -0.107
C 0.412 0.515 2.767 0.695
O -0.442 1.278 3.195 -0.692
N 0.911 -0.501 3.475 -0.606
C 0.389 -0.893 4.770 -0.063
C 1.535 -1.402 5.662 -0.416
C 1.408 -2.936 5.700 -0.408
C 0.387 -3.286 4.615 -0.410
C -0.560 -2.090 4.628 -0.417
N 0.065 -0.143 0.452 -0.428
C -0.892 0.615 -0.332 -0.222
C -1.993 1.282 0.500 -0.456
C -2.989 0.283 1.093 -0.055
O -2.413 -0.567 2.054 -0.747
C 0.196 -1.479 0.460 0.706
O 0.995 -2.057 1.181 -0.654
C -0.675 -2.299 -0.494 -0.309
N -0.397 -1.957 -1.856 0.003
N 0.776 -1.564 -2.282 -0.036
N 0.673 -1.335 -3.540 -0.249
C -0.608 -1.602 -3.878 0.236
C -1.159 -1.481 -5.192 0.192
C -2.432 -1.734 -5.639 -0.241
C -2.419 -1.454 -7.020 -0.328
C -1.146 -1.050 -7.321 0.312
C -0.527 -0.627 -8.604 -0.653
O -0.382 -1.065 -6.216 -0.375
N -1.304 -1.996 -2.811 -0.260
C 2.057 2.008 -0.390 -0.193
C 2.419 3.220 -0.939 -0.213
H 2.022 5.850 -1.890 0.220
H 3.569 5.761 -1.057 0.220
H 2.194 6.556 -0.279 0.215
H 1.115 5.270 1.393 0.209
H 0.456 3.127 2.363 0.236
H 1.917 -0.006 1.335 0.239
H 1.430 -1.216 2.978 0.432
H -0.110 -0.013 5.183 0.232
H 2.491 -1.092 5.242 0.214
H 1.460 -0.979 6.662 0.216
H 1.031 -3.254 6.673 0.200
H 2.365 -3.428 5.535 0.211
H -0.124 -4.225 4.818 0.214
H 0.869 -3.363 3.640 0.207
H -1.171 -2.022 3.730 0.231
H -1.217 -2.138 5.498 0.204
H -1.366 -0.030 -1.068 0.208
H -0.343 1.392 -0.873 0.225
H -1.547 1.859 1.310 0.240
H -2.535 1.969 -0.152 0.215
H -3.393 -0.370 0.312 0.164
H -3.827 0.840 1.536 0.166
H -2.006 0.000 2.726 0.489
H -1.738 -2.153 -0.295 0.254
H -0.423 -3.351 -0.320 0.247
H -3.253 -2.077 -5.044 0.234
H -3.240 -1.539 -7.702 0.228
H 0.303 -1.285 -8.857 0.230
H -1.266 -0.660 -9.398 0.229
H -0.135 0.385 -8.518 0.229
H 2.326 1.088 -0.892 0.223
H 2.972 3.243 -1.867 0.212